# C43H36LaNO3P2S

C43H36LaNO3P2S as an isolated structure (wB97M-V/def2-TZVPD, OMol25).

Relative energy (zero: lowest compared OMol25 entry of this formula, charge and spin)   248.7 kcal/mol
E_tot   -83056.4867 eV
LUMO level (alpha / beta)   -0.3345 / -0.3345 Ha
F_max   7.0 eV/Å
Net charge   +2
HOMO energy (alpha / beta)   -13.50 / -13.53 eV

Each line ends with the Mulliken charge.
CARTESIAN COORDINATES (ANGSTROEM)
1 C 1.24926 -2.70202 -3.56247  -0.253
2 C 0.11034 -2.92376 -2.77404  0.461
3 C -0.97398 -3.64315 -3.27893  -0.566
4 C -0.90612 -4.16436 -4.56592  -0.672
5 C 0.23210 -3.97185 -5.35153  -0.528
6 C 1.30924 -3.23923 -4.84140  -0.670
7 P 0.10564 -2.43451 -1.08166  1.562
8 C -1.34574 -3.06693 -0.26950  0.341
9 C -2.45110 -2.25395 0.03687  -0.178
10 C -3.57784 -2.82974 0.60494  -0.787
11 C -3.60553 -4.19994 0.88172  -0.607
12 C -2.49389 -4.99146 0.58476  -0.742
13 C -1.35977 -4.42872 0.00679  -0.223
14 La 0.01841 0.04373 -0.65900  2.038
15 P 0.04579 2.55041 -0.91762  1.031
16 C -1.04353 3.07948 -2.20097  1.043
17 C -0.53734 3.84611 -3.24966  -0.868
18 C -1.40409 4.36069 -4.20612  -0.679
19 C -2.77476 4.10535 -4.12863  -0.585
20 C -3.27835 3.32445 -3.08345  -0.734
21 C -2.42066 2.79495 -2.12690  -0.740
22 C -0.56750 3.11782 0.66336  1.178
23 C 0.19878 2.89580 1.81783  -0.789
24 C -0.20025 3.45528 3.01962  -0.470
25 C -1.36814 4.22109 3.08453  -0.795
26 C -2.13566 4.41709 1.93539  -0.737
27 C -1.73987 3.86839 0.72443  -1.041
28 C 1.66060 3.19598 -1.18618  0.960
29 C 2.81343 2.39884 -1.26819  -0.337
30 C 4.03551 2.99899 -1.53865  -0.728
31 C 4.12325 4.38540 -1.70485  -0.618
32 C 2.97010 5.16626 -1.60523  -0.805
33 C 1.73641 4.57634 -1.34264  -0.582
34 C 1.56050 -3.06829 -0.28112  0.358
35 C 2.21763 -4.13286 -0.89215  -0.338
36 C 3.30970 -4.71622 -0.25906  -0.794
37 C 3.74160 -4.24576 0.98238  -0.631
38 C 3.07624 -3.17496 1.58836  -0.699
39 C 1.99191 -2.57887 0.96255  -0.101
40 H 1.09129 2.27284 1.76250  0.479
41 H 0.39569 3.28725 3.91479  0.548
42 H -1.68283 4.65390 4.03269  0.439
43 H -3.05217 5.00410 1.98422  0.465
44 H -2.33679 4.01239 -0.16802  0.530
45 H 0.52641 4.04892 -3.31114  0.511
46 H -1.00552 4.96524 -5.02059  0.456
47 H -3.44900 4.50853 -4.88355  0.438
48 H -4.34637 3.12108 -3.01863  0.437
49 H -2.80783 2.18527 -1.30670  0.545
50 H 2.74432 1.31849 -1.12122  0.077
51 H 4.93304 2.38399 -1.60928  0.445
52 H 5.08703 4.85218 -1.90385  0.422
53 H 3.03183 6.24846 -1.72765  0.427
54 H 0.83855 5.18406 -1.27628  0.584
55 H 1.88234 -4.49820 -1.85770  0.452
56 H 3.82435 -5.54814 -0.73871  0.442
57 H 4.59513 -4.70860 1.47524  0.437
58 H 3.40915 -2.80111 2.55573  0.506
59 H 1.47671 -1.73681 1.42947  -0.254
60 H -2.41118 -1.17735 -0.15643  0.109
61 H -4.43683 -2.20385 0.84677  0.454
62 H -4.48907 -4.64546 1.33604  0.421
63 H -2.50852 -6.05820 0.80977  0.424
64 H -0.49003 -5.03886 -0.21879  0.474
65 H -1.85688 -3.79710 -2.66594  0.363
66 H -1.75219 -4.72699 -4.96066  0.437
67 H 0.27866 -4.38296 -6.35986  0.421
68 H 2.19905 -3.08257 -5.45008  0.433
69 H 2.07896 -2.11760 -3.16691  0.397
70 H -0.46447 0.09070 -2.43823  -0.229
71 H 1.28469 0.10709 -1.99716  -0.322
72 O 2.49640 1.59021 4.24612  -0.588
73 S 2.01185 0.23832 4.20907  0.936
74 O 2.97554 -0.82416 4.13038  -0.610
75 N 1.25821 0.16832 2.63578  -0.472
76 C -0.00845 -0.05498 2.59479  1.478
77 O -0.67879 -0.09504 1.46793  -0.792
78 C -0.61604 -0.24227 3.92499  0.079
79 C -1.95741 -0.51780 4.21972  -0.446
80 C -2.32594 -0.67624 5.55971  -0.690
81 C -1.37519 -0.56014 6.58604  -0.671
82 C -0.02948 -0.28057 6.27654  -0.636
83 C 0.33249 -0.12480 4.93530  0.077
84 H -2.67855 -0.60805 3.41455  0.531
85 H -3.36080 -0.89356 5.80667  0.437
86 H -1.67219 -0.68659 7.62430  0.444
87 H 0.71849 -0.18918 7.06061  0.477



# C22H27N3O4

C22H27N3O4 as an isolated structure (wB97M-V/def2-TZVPD, OMol25).

Relative energy (zero: lowest compared OMol25 entry of this formula, charge and spin)   520.5 kcal/mol
E_tot   -35893.1180 eV
LUMO level   -0.0540 Ha
F_max   18.8 eV/Å
HOMO energy   -8.56 eV

Each line ends with the Mulliken charge.
CARTESIAN COORDINATES (ANGSTROEM)
1 C -4.53331 -1.60437 -1.04055  -1.419
2 C -4.40164 -0.57259 -0.02522  -0.141
3 H -4.02118 -0.89372 0.88985  0.514
4 H -5.49969 -0.18484 0.13444  0.205
5 O -3.66615 0.31819 -0.58208  -0.185
6 C -3.30316 1.22111 0.60421  0.484
7 O -3.60647 1.02962 1.88891  -0.608
8 N -2.53033 2.36033 -0.05576  0.185
9 C -1.99420 2.34943 -1.35892  -1.438
10 H -2.55262 1.70829 -1.93417  0.788
11 C -0.60271 1.90767 -1.19563  0.284
12 H -0.18885 1.81687 -2.30495  0.437
13 H -0.60604 0.48562 -1.00343  -0.309
14 C 0.36740 2.56568 -0.19010  -0.711
15 N 1.60504 1.77550 -0.20664  0.207
16 C 2.58433 1.94729 -0.78835  1.108
17 O 2.80143 2.76211 -1.60883  -0.727
18 C 3.70695 0.83597 -0.78368  -0.465
19 N 3.75385 0.07362 0.16427  0.121
20 C 4.39730 0.03353 1.44568  -0.499
21 C 3.94472 -0.98058 2.12233  -0.672
22 C 2.76266 -1.49439 1.78934  -0.784
23 C 2.66409 -0.87479 0.45278  -0.736
24 C 1.61388 -1.27017 -0.44184  1.718
25 O 1.80014 -0.85301 -2.03644  -0.739
26 C 0.53803 -1.97875 -0.10803  0.930
27 C -0.15366 -1.67413 1.03884  -0.636
28 C -1.32084 -1.85109 1.46790  -0.255
29 C -2.01627 -3.11120 0.93840  -1.059
30 C -1.28940 -3.63455 -0.22831  -1.081
31 C -0.12500 -2.95634 -0.83850  1.355
32 C 0.47241 -3.67030 -2.13716  -2.084
33 H -0.01561 -4.47525 -2.33892  0.678
34 H 0.50960 -3.02863 -2.82677  0.426
35 H 1.49955 -4.00343 -1.79981  0.333
36 H -1.73842 -4.22433 -0.78053  0.693
37 H -2.83872 -3.49230 1.00650  0.867
38 H -1.83264 -1.57016 2.63924  0.058
39 H 0.27097 -0.61921 1.58788  -0.028
40 H 2.18956 -2.26783 2.13826  0.584
41 H 4.50886 -1.28332 3.32397  0.112
42 H 5.10454 0.74904 1.65692  0.554
43 H 4.61852 1.34385 -0.80914  0.446
44 H 3.60501 0.20759 -1.78634  0.204
45 H 1.46697 0.99177 0.37477  -0.376
46 C -0.17384 2.52701 1.12756  -0.402
47 H 0.34037 3.12261 1.84092  0.516
48 C -1.61867 2.99630 1.03960  -1.412
49 H -2.23710 3.20944 1.85936  0.652
50 H -1.85831 4.23688 0.67782  0.330
51 H -0.36844 1.64758 1.54437  0.270
52 H 0.59074 3.51471 -0.68330  0.368
53 H -1.69800 3.41939 -1.71758  0.342
54 H -3.51718 -2.07855 -1.19663  0.148
55 H -5.12569 -2.48789 -0.72399  0.360
56 H -4.90459 -1.06425 -1.83856  0.485



# C3H10N2O

A 2-piece molecular cluster, C3H10N2O overall (wB97M-V/def2-TZVPD, OMol25).

Relative energy (zero: lowest compared OMol25 entry of this formula, charge and spin)   91.4 kcal/mol
E_tot   -8297.5393 eV
LUMO level   0.0372 Ha
F_max   4.9 eV/Å
SMILES   N/C=C/O.CN
HOMO energy   -6.47 eV

Each line ends with the Mulliken charge.
CARTESIAN COORDINATES (ANGSTROEM)
1 N -1.23741 1.11212 1.13368  -0.405
2 C -0.63598 1.25345 -0.15333  -0.792
3 C 0.69968 0.85684 -0.32325  0.204
4 O 1.39093 1.26755 -1.44922  -0.495
5 H -0.68169 1.49184 1.89207  0.177
6 H -2.17003 1.49857 1.17636  0.228
7 H -1.05046 2.00842 -0.81857  0.199
8 H 1.38811 0.76072 0.51171  0.394
9 H 0.74023 1.55990 -2.10145  0.301
10 C 0.18895 -2.00605 0.51386  -0.756
11 N 0.30872 -1.26372 -0.74126  -0.621
12 H -0.42575 -2.89055 0.34645  0.276
13 H 1.17538 -2.29444 0.87653  0.295
14 H -0.32067 -1.38689 1.25832  0.270
15 H 1.25392 -1.19816 -1.10691  0.331
16 H -0.62396 -0.76960 -1.01499  0.394



# C5H6N2O

One molecule with the formula C5H6N2O (wB97M-V/def2-TZVPD, OMol25).

Relative energy (zero: lowest compared OMol25 entry of this formula, charge and spin)   71.1 kcal/mol
E_tot   -10306.5190 eV
LUMO level   -0.0045 Ha
F_max   4.2 eV/Å
SMILES   C1=NN=C2CCO[C@@H]12
HOMO energy   -10.01 eV

Each line ends with the Mulliken charge.
CARTESIAN COORDINATES (ANGSTROEM)
1 C 1.89431 -0.87230 -0.06515  -0.322
2 N 2.41966 0.29475 -0.43034  -0.429
3 N 1.39650 1.24776 -0.31674  -0.489
4 C 0.42524 0.68266 0.26664  0.378
5 C -1.01069 1.06469 0.32787  -0.544
6 C -1.43254 -0.18304 -0.64937  -0.481
7 O -0.62983 -1.27465 -0.16854  -0.390
8 C 0.53292 -0.73671 0.41656  0.502
9 H 2.54646 -1.81490 0.17248  0.326
10 H -1.52508 1.02414 1.30546  0.255
11 H -1.28051 2.03732 -0.07134  0.357
12 H -2.52990 -0.51535 -0.61964  0.283
13 H -1.35851 0.07693 -1.66275  0.311
14 H 0.55199 -1.03131 1.49486  0.243